Below is an isolated molecule of CH5N, with properties calculated with ωB97M-V/def2-TZVPD.

Properties
relative energy (zero: lowest compared OMol25 entry of this formula, charge and spin) = 12.1 kcal per mole
molecular weight = 31.06 g/mol
structure (SMILES) = CN

Each atom is followed by the atoms it is bonded to, with distances in Å.
Atoms and positions in Å:
1 C -0.13150 0.53802 0.21002  H2 1.038, H3 1.193, H4 1.076, N7 1.492
2 H -0.74805 1.18076 -0.32351  C1 1.038
3 H -0.60475 0.36137 1.29076  C1 1.193
4 H 0.83003 1.01512 0.28541  C1 1.076
5 H 0.19438 -0.82232 -1.29391  N7 0.970
6 H 0.59959 -1.44164 0.21446  N7 1.130
7 N -0.13972 -0.83131 -0.38323  C1 1.492, H5 0.970, H6 1.130

Below is a cluster of 5 separate species, C31H61BNO17P2 in total, with properties calculated with ωB97M-V/def2-TZVPD.

Properties
total charge = -1
molecular weight = 792.58 g/mol

Each atom is followed by the atoms it is bonded to, with distances in Å.
Atoms and positions in Å:
1 C -4.99512 -2.01943 -1.05155  C2 1.523, H29 1.092, H30 1.092, H31 1.089
2 C -4.89161 -3.51576 -1.31382  C1 1.523, O3 1.422, H32 1.095, H33 1.091
3 O -5.60725 -3.97694 -2.45220  C2 1.422, C4 1.411
4 C -5.29922 -3.32598 -3.66608  O3 1.411, C5 1.526, H34 1.099, H35 1.090
5 C -3.81936 -3.32519 -4.03648  C4 1.526, O6 1.407, H36 1.097, H37 1.099
6 O -3.25440 -4.57905 -3.73875  C5 1.407, C7 1.428
7 C -1.86191 -4.65007 -4.04492  O6 1.428, C8 1.523, H38 1.095, H39 1.092
8 C -1.01826 -4.54712 -2.78082  C7 1.523, O9 1.395, H40 1.100, H41 1.104
9 O 0.27728 -4.20521 -3.16998  C8 1.395, C10 1.446
10 C 1.12010 -3.67725 -2.12009  O9 1.446, B11 1.638, H42 1.097, H43 1.105
11 B 1.19554 -2.04925 -1.95653  C10 1.638, C12 1.651, C14 1.644, P25 1.947
12 C -0.21749 -1.44852 -1.35015  B11 1.651, N13 1.483, H44 1.095, H45 1.107
13 N -1.22168 -1.04738 -2.36468  C12 1.483, H46 1.016, H47 1.015
14 C 2.43102 -1.79594 -0.90177  B11 1.644, C15 1.539, H48 1.096, H49 1.102
15 C 3.08520 -0.41306 -0.72937  C14 1.539, C16 1.543, H50 1.094, H51 1.092
16 C 2.35478 0.51440 0.26483  C15 1.543, P17 1.792, H52 1.094, H53 1.093
17 P 1.63851 2.05311 -0.30983  C16 1.792, O18 1.477, O19 1.592, O22 1.592
18 O 1.55437 3.14877 0.67780  P17 1.477
19 O 0.21433 1.64596 -0.89268  P17 1.592, C20 1.431
20 C -0.90480 2.53823 -0.89004  O19 1.431, C21 1.512, H54 1.093, H55 1.093
21 C -2.12841 1.74119 -1.28151  C20 1.512, H56 1.092, H57 1.090, H58 1.093
22 O 2.53925 2.36459 -1.58482  P17 1.592, C23 1.433
23 C 2.06657 3.15062 -2.68631  O22 1.433, C24 1.509, H59 1.093, H60 1.092
24 C 3.02617 2.95696 -3.83458  C23 1.509, H61 1.090, H62 1.091, H63 1.091
25 P 1.45644 -1.20972 -3.69328  B11 1.947, O26 1.488, O27 1.647, O28 1.641
26 O 0.59293 -1.54698 -4.85739  P25 1.488
27 O 1.39434 0.41949 -3.45841  P25 1.647, H64 0.972
28 O 3.03636 -1.37429 -4.10486  P25 1.641, H65 0.970
29 H -4.42434 -1.78092 -0.15215  C1 1.092
30 H -6.03196 -1.71867 -0.88765  C1 1.092
31 H -4.57674 -1.42169 -1.85946  C1 1.089
32 H -3.84194 -3.81755 -1.38893  C2 1.095
33 H -5.33481 -4.05641 -0.47601  C2 1.091
34 H -5.64047 -2.28191 -3.63881  C4 1.099
35 H -5.87914 -3.84119 -4.43217  C4 1.090
36 H -3.28300 -2.52204 -3.51603  C5 1.097
37 H -3.73210 -3.11345 -5.11143  C5 1.099
38 H -1.54799 -3.84812 -4.72046  C7 1.095
39 H -1.68570 -5.59910 -4.55643  C7 1.092
40 H -1.46194 -3.78580 -2.12155  C8 1.100
41 H -1.02878 -5.50384 -2.23066  C8 1.104
42 H 2.10559 -4.12719 -2.29450  C10 1.097
43 H 0.77512 -4.08974 -1.15432  C10 1.105
44 H -0.04344 -0.56361 -0.72857  C12 1.095
45 H -0.61502 -2.22867 -0.67262  C12 1.107
46 H -2.14311 -0.94311 -1.95027  N13 1.016
47 H -1.28500 -1.75893 -3.08609  N13 1.015
48 H 3.23719 -2.51247 -1.09532  C14 1.096
49 H 2.04961 -2.08110 0.09164  C14 1.102
50 H 4.09547 -0.55698 -0.33509  C15 1.094
51 H 3.20176 0.10558 -1.68365  C15 1.092
52 H 3.03419 0.85153 1.05371  C16 1.094
53 H 1.54730 -0.03020 0.75988  C16 1.093
54 H -0.72796 3.35336 -1.59565  C20 1.093
55 H -0.99607 2.97479 0.10832  C20 1.093
56 H -2.46072 1.10013 -0.46268  C21 1.092
57 H -1.90309 1.10030 -2.13363  C21 1.090
58 H -2.94543 2.41705 -1.54561  C21 1.093
59 H 2.00041 4.19543 -2.37213  C23 1.093
60 H 1.06607 2.80417 -2.95319  C23 1.092
61 H 2.88185 1.97682 -4.28864  C24 1.090
62 H 2.86986 3.72742 -4.59117  C24 1.091
63 H 4.05484 3.02350 -3.47710  C24 1.091
64 H 0.56090 0.70434 -3.86921  O27 0.972
65 H 3.56123 -1.54510 -3.30749  O28 0.970
66 O 4.34632 -4.30766 0.48793  C67 1.192
67 C 4.16459 -4.15107 1.65595  O66 1.192, O68 1.364, C71 1.518
68 O 3.91613 -2.91821 2.18275  C67 1.364, C69 1.430
69 C 3.81156 -2.99293 3.60707  O68 1.430, C70 1.525, H72 1.095, H73 1.088
70 C 3.47124 -4.44683 3.91727  C69 1.525, C71 1.522, H74 1.087, H75 1.092
71 C 4.16945 -5.17432 2.77721  C67 1.518, C70 1.522, H76 1.092, H77 1.087
72 H 4.77518 -2.70538 4.03956  C69 1.095
73 H 3.05505 -2.27758 3.92344  C69 1.088
74 H 3.79488 -4.75384 4.90892  C70 1.087
75 H 2.39210 -4.59446 3.84036  C70 1.092
76 H 5.20876 -5.40648 3.01894  C71 1.092
77 H 3.67671 -6.08511 2.44685  C71 1.087
78 O 6.10956 -5.48682 5.42411  C79 1.195
79 C 6.37836 -5.13460 6.53371  O78 1.195, O80 1.357, C83 1.517
80 O 5.52204 -5.31122 7.57197  C79 1.357, C81 1.436
81 C 6.04567 -4.70519 8.76435  O80 1.436, C82 1.526, H84 1.092, H85 1.087
82 C 7.55259 -4.61703 8.54117  C81 1.526, C83 1.524, H86 1.088, H87 1.091
83 C 7.62907 -4.43481 7.02999  C79 1.517, C82 1.524, H88 1.092, H89 1.087
84 H 5.58928 -3.71884 8.87525  C81 1.092
85 H 5.75448 -5.32733 9.60702  C81 1.087
86 H 8.01438 -3.81601 9.11416  C82 1.088
87 H 8.02399 -5.55855 8.82639  C82 1.091
88 H 7.55958 -3.38628 6.73193  C83 1.092
89 H 8.50697 -4.86656 6.55693  C83 1.087
90 O -1.08298 5.23279 -2.84492  C91 1.195
91 C -2.13618 5.75932 -2.64300  O90 1.195, O92 1.357, C95 1.516
92 O -3.22706 5.53354 -3.41805  C91 1.357, C93 1.438
93 C -4.32498 6.35545 -2.98559  O92 1.438, C94 1.525, H96 1.094, H97 1.087
94 C -4.01952 6.70467 -1.53252  C93 1.525, C95 1.523, H98 1.087, H99 1.090
95 C -2.49716 6.73708 -1.54237  C91 1.516, C94 1.523, H100 1.093, H101 1.087
96 H -4.36007 7.24023 -3.62724  C93 1.094
97 H -5.23960 5.78336 -3.12190  C93 1.087
98 H -4.48171 7.63436 -1.20978  C94 1.087
99 H -4.37460 5.91094 -0.87578  C94 1.090
100 H -2.09473 7.71390 -1.82191  C95 1.093
101 H -2.02811 6.42667 -0.61184  C95 1.087
102 O -5.85505 5.92762 1.30406  C103 1.195
103 C -5.30829 6.75007 1.97600  O102 1.195, O104 1.358, C107 1.517
104 O -4.31785 7.53864 1.48552  C103 1.358, C105 1.437
105 C -3.77868 8.37547 2.52178  O104 1.437, C106 1.526, H108 1.092, H109 1.087
106 C -4.87491 8.45903 3.57966  C105 1.526, C107 1.525, H110 1.088, H111 1.091
107 C -5.54892 7.09956 3.43242  C103 1.517, C106 1.525, H112 1.092, H113 1.087
108 H -2.87253 7.90156 2.90528  C105 1.092
109 H -3.51633 9.33075 2.07359  C105 1.087
110 H -4.48077 8.66072 4.57319  C106 1.088
111 H -5.57822 9.25238 3.32229  C106 1.091
112 H -5.07087 6.32717 4.03877  C107 1.092
113 H -6.61510 7.08906 3.64249  C107 1.087

Below is a cluster of 2 separate species, C4H11NO2 in total, with properties calculated with ωB97M-V/def2-TZVPD.

Properties
relative energy (zero: lowest compared OMol25 entry of this formula, charge and spin) = 11.4 kcal per mole
molecular weight = 105.14 g/mol
structure (SMILES) = CC(C)N.O=CO

Each atom is followed by the atoms it is bonded to, with distances in Å.
Atoms and positions in Å:
1 C 0.33354 1.18571 0.82355  C2 1.522, H5 1.082, H6 1.084, H7 1.081
2 C -0.89705 0.36138 0.47405  C1 1.522, C3 1.521, N4 1.499, H8 1.092
3 C -2.02352 1.20854 -0.09876  C2 1.521, H9 1.090, H10 1.084, H11 1.083
4 N -0.50152 -0.72651 -0.47900  C2 1.499, H13 1.020, H14 1.013
5 H 1.08554 0.53122 1.24353  C1 1.082
6 H 0.74069 1.64919 -0.06764  C1 1.084
7 H 0.08474 1.97356 1.52038  C1 1.081
8 H -1.25772 -0.14965 1.36974  C2 1.092
9 H -1.68720 1.65809 -1.03252  C3 1.090
10 H -2.28145 2.02241 0.56837  C3 1.084
11 H -2.89743 0.59642 -0.28257  C3 1.083
12 H 0.75657 -1.34757 -0.04217  O15 1.062
13 H -1.17122 -1.49291 -0.41346  N4 1.020
14 H -0.64408 -0.38590 -1.42238  N4 1.013
15 O 1.65283 -1.79278 0.31257  H12 1.062, C16 1.312
16 C 2.63245 -1.77228 -0.56038  O15 1.312, O17 1.198, H18 1.116
17 O 3.76980 -2.07621 -0.33802  C16 1.198
18 H 2.30502 -1.44273 -1.57527  C16 1.116

Below is an isolated molecule of C4H11NOS, with properties calculated with ωB97M-V/def2-TZVPD.

Properties
relative energy (zero: lowest compared OMol25 entry of this formula, charge and spin) = 62.8 kcal per mole
molecular weight = 121.20 g/mol
structure (SMILES) = N[C@@H](CO)CCS

Each atom is followed by the atoms it is bonded to, with distances in Å.
Atoms and positions in Å:
1 C -0.27307 1.55377 0.52313  O2 1.415, C3 1.694, H8 1.195, H9 1.115
2 O -0.85139 2.56262 -0.28359  C1 1.415, H10 1.013
3 C -0.53150 0.15705 -0.39987  C1 1.694, C4 1.590, N7 1.486, H11 1.119
4 C -0.07294 -1.07077 0.49947  C3 1.590, C5 1.512, H12 1.122, H13 1.103
5 C 1.21834 -1.68971 0.01407  C4 1.512, S6 1.847, H14 1.194, H15 1.098
6 S 2.56703 -0.57334 0.60175  C5 1.847, H16 1.334
7 N -1.87899 0.12917 -1.02583  C3 1.486, H17 0.982, H18 1.074
8 H 0.90508 1.74776 0.48114  C1 1.195
9 H -0.64231 1.35149 1.55564  C1 1.115
10 H -1.77412 2.53246 0.13359  O2 1.013
11 H 0.21576 0.34079 -1.21274  C3 1.119
12 H 0.03630 -0.94700 1.60911  C4 1.122
13 H -0.81556 -1.88445 0.43849  C4 1.103
14 H 1.29333 -1.62450 -1.17609  C5 1.194
15 H 1.55922 -2.67038 0.37275  C5 1.098
16 H 3.40816 -1.33336 -0.10185  S6 1.334
17 H -2.62982 0.38339 -0.44578  N7 0.982
18 H -1.73353 1.03500 -1.58339  N7 1.074

Below is an isolated molecule of C3H5NO2, with properties calculated with ωB97M-V/def2-TZVPD.

Properties
relative energy (zero: lowest compared OMol25 entry of this formula, charge and spin) = 2.3 kcal per mole
molecular weight = 87.08 g/mol
structure (SMILES) = CC(=O)NC=O

Each atom is followed by the atoms it is bonded to, with distances in Å.
Atoms and positions in Å:
1 C -1.68168 0.05197 0.02472  C2 1.511, H7 1.096, H8 1.091, H9 1.098
2 C -0.28981 0.60308 0.23308  C1 1.511, O3 1.210, N4 1.401
3 O -0.01382 1.48349 1.01580  C2 1.210
4 N 0.70047 -0.08087 -0.48318  C2 1.401, C5 1.388, H10 1.013
5 C 1.97888 -0.28381 0.01816  N4 1.388, O6 1.208, H11 1.102
6 O 2.74158 -1.08669 -0.46366  C5 1.208
7 H -1.91520 -0.11424 -1.03281  C1 1.096
8 H -2.41401 0.72327 0.47574  C1 1.091
9 H -1.72041 -0.91990 0.53433  C1 1.098
10 H 0.43024 -0.70797 -1.23105  N4 1.013
11 H 2.18378 0.33167 0.90888  C5 1.102

Number 1: LUMO energy 0.045 Ha, HOMO level -9.44 eV. Number 2: LUMO energy 0.061 Ha, HOMO level -4.76 eV. Number 3: LUMO energy 0.020 Ha, HOMO level -9.61 eV. Number 4: LUMO energy 0.026 Ha, HOMO level -8.99 eV. Number 5: LUMO energy 0.025 Ha, HOMO level -10.27 eV.